78
Properties=species:S:1:pos:R:3 method="wB97M-V/def2-TZVPD" e_above_lowest_ev=0.9481 spin_multiplicity=5 e_lumo_ev="-8.20 / -11.57" total_charge=+3 fmax_ev_per_a=1.517 s2=6.052 homo_ev="-15.479 / -15.549"
Pt -0.01103 -2.09491 0.31819
O -0.06584 0.61270 -0.48843
O 0.80243 -1.03257 -1.69181
O 1.68228 -0.56382 2.03912
O 3.77561 -0.56334 1.51633
N 2.63376 -0.97823 1.39576
N 2.62644 -3.35121 -1.23712
N 4.47591 -2.24618 -0.42371
N 0.24030 -3.49188 2.09953
N -1.79722 -2.67124 -0.93835
N -5.66692 -3.86990 -4.43108
N 1.23493 -3.46553 -1.32804
N -1.50282 -1.46107 1.83532
N 0.71229 3.07840 -1.06650
N 2.31434 -1.98176 0.51870
C -0.05641 -3.56825 4.45657
C 2.28681 1.53922 -4.57956
C 1.73600 3.44797 -3.23109
C -0.10732 6.15099 0.84938
C -2.51809 -1.92290 3.92672
C 1.04468 6.91342 0.59841
C -3.50961 -0.99347 3.65997
C -2.43470 -0.54186 1.58669
C 1.74802 0.68827 -3.61173
C 1.65429 -4.87529 3.42509
C -1.18300 6.70068 1.71604
C -3.45953 -0.27513 2.47373
C 1.22133 2.59601 -2.22177
C -1.53450 4.11186 0.40951
C -1.51179 -2.13441 2.99496
C -3.38963 -1.98505 -2.57084
C -4.84090 -3.62649 -3.67088
C -2.38085 -1.71499 -1.66900
C 0.99688 -4.46052 4.57308
C 1.97788 5.11741 -0.70204
C 0.59925 0.19451 -1.47645
C -3.80830 -3.30496 -2.72853
C -0.24973 4.85931 0.25077
C -3.20448 -4.29836 -1.96243
C 1.20212 1.17883 -2.44566
C -2.20613 -3.93622 -1.08025
C 1.24406 -4.36118 2.20971
C 0.81049 4.35657 -0.53030
C 2.07712 6.40139 -0.15300
C 3.18064 -2.49558 -0.35537
C 2.26117 2.92242 -4.38345
C -0.41699 -3.10318 3.20082
H -4.21201 0.46295 2.23314
H 1.67625 4.52070 -3.11151
H 2.64771 3.58389 -5.14692
H -1.65526 3.76549 1.44162
H -2.37864 4.77226 0.19793
H 4.88231 -1.63859 0.27132
H -0.83157 7.55722 2.28600
H 2.69883 1.13156 -5.49243
H 2.47462 -5.57779 3.46620
H -3.84407 -1.18850 -3.14276
H -2.54005 -2.49272 4.84450
H -3.51431 -5.33014 -2.05030
H -1.72827 -4.68154 -0.45604
H -2.03196 7.03924 1.10852
H 1.73410 -4.66536 1.29445
H -0.57473 -3.21965 5.33803
H 0.91225 -3.04313 -2.19304
H 2.98115 6.98004 -0.29223
H 1.29992 -4.82295 5.54624
H -2.01758 -0.70443 -1.53280
H 0.97445 -4.44433 -1.30226
H -2.34371 -0.00244 0.65317
H -1.60970 3.25583 -0.25632
H 5.07212 -2.67291 -1.11516
H 1.12476 7.90420 1.02572
H 0.23924 2.33430 -0.51380
H 3.19457 -3.73197 -1.97841
H -4.31236 -0.83747 4.36845
H 2.83016 4.68115 -1.20637
H 1.73526 -0.38093 -3.76633
H -1.56671 5.94555 2.40442